{
  "formula": "C35H41F4N2O2PRu",
  "method": "ωB97M-V/def2-TZVPD",
  "multiplicity": 2,
  "energy_ha": -2453.66779,
  "orbital_gap_ev": [6.48, 6.62],
  "homo_ev": [-10.43, -10.43],
  "total_charge": 1,
  "elements": ["Ru", "C", "N", "C", "C", "C", "N", "C", "C", "F", "C", "F", "C", "C", "F", "C", "F", "H", "H", "H", "H", "H", "H", "H", "H", "H", "H", "H", "C", "C", "C", "O", "C", "H", "H", "H", "H", "H", "H", "H", "H", "C", "C", "C", "O", "H", "H", "H", "H", "H", "H", "H", "C", "C", "C", "C", "C", "C", "P", "C", "C", "C", "C", "C", "C", "C", "C", "C", "C", "C", "C", "H", "H", "H", "H", "H", "H", "H", "H", "H", "H", "H", "H", "H", "H", "H"],
  "coordinates": [[-0.653763, -0.590100, -0.227876], [-3.190080, 0.957227, -0.020853], [-2.578391, 0.248786, -1.161207], [-2.358952, 1.165042, -2.291355], [-3.393082, -0.884647, -1.604308], [-3.362606, -1.993757, -0.607384], [-1.973695, -2.264901, -0.295167], [-1.533682, -3.545404, -0.065202], [-0.156135, -3.794920, 0.074570], [0.690350, -2.728758, 0.071707], [0.388116, -5.049151, 0.204999], [1.718443, -5.163915, 0.293492], [-0.410279, -6.170691, 0.245515], [-1.770688, -5.960638, 0.195630], [-2.599011, -7.002383, 0.285986], [-2.323691, -4.700088, 0.066388], [-3.668014, -4.610813, 0.110837], [-3.345404, 0.267954, 0.808058], [-4.153885, 1.396302, -0.299459], [-2.532115, 1.748968, 0.318615], [-1.655194, 1.937926, -2.011984], [-3.300667, 1.628586, -2.601098], [-1.943612, 0.611189, -3.131422], [-2.953875, -1.253880, -2.531196], [-4.425594, -0.579978, -1.806293], [-3.870960, -2.840626, -1.062372], [-3.921378, -1.724942, 0.297448], [0.005950, -7.163418, 0.333629], [0.060228, -2.776182, 3.561071], [-1.301107, -2.267731, 4.046647], [-1.806476, -1.479748, 2.843365], [-0.630764, -1.063854, 2.108930], [0.552195, -1.586611, 2.761434], [-0.061063, -3.652903, 2.920945], [0.740864, -3.024593, 4.373230], [-1.168733, -1.613954, 4.909400], [-1.988801, -3.065681, 4.319085], [-2.373831, -0.592199, 3.126430], [-2.416302, -2.104114, 2.189857], [0.952658, -0.816861, 3.422806], [1.290667, -1.828071, 2.003492], [0.854382, -2.402068, -2.820263], [1.582752, -1.113737, -2.426285], [3.032686, -1.384319, -2.055766], [0.953324, -0.442190, -1.351234], [1.110336, -2.688441, -3.840850], [-0.224519, -2.240974, -2.754801], [1.130216, -3.219378, -2.154598], [1.571035, -0.445908, -3.297040], [3.073763, -1.991832, -1.148506], [3.557437, -0.442879, -1.883761], [3.525459, -1.922335, -2.866380], [3.397223, 2.947365, -3.585924], [3.829050, 2.886126, -2.269583], [2.950306, 2.527329, -1.255187], [1.627566, 2.220934, -1.554891], [1.201383, 2.276947, -2.881363], [2.078211, 2.641341, -3.890577], [0.359493, 1.844812, -0.291760], [1.287538, 1.516671, 1.261467], [2.457850, 0.757427, 1.272237], [3.189467, 0.617231, 2.444243], [2.731971, 1.182874, 3.625048], [1.527873, 1.875907, 3.637975], [0.807168, 2.040058, 2.464037], [-0.171784, 3.591418, 0.016406], [-1.424065, 4.086307, -0.337227], [-1.713219, 5.442892, -0.217872], [-0.753123, 6.317064, 0.257333], [0.495266, 5.830487, 0.629825], [0.786687, 4.483858, 0.506130], [4.083329, 3.237715, -4.370910], [4.857517, 3.119539, -2.025406], [3.311314, 2.492834, -0.237487], [0.178155, 2.022601, -3.129837], [1.733173, 2.682748, -4.915944], [2.800297, 0.292666, 0.356292], [4.121498, 0.066066, 2.434059], [3.298555, 1.065159, 4.540004], [1.159188, 2.304424, 4.561354], [-0.116702, 2.605334, 2.476757], [-2.196509, 3.435449, -0.714564], [-2.690281, 5.806019, -0.509420], [-0.967928, 7.375352, 0.328720], [1.250288, 6.506428, 1.010450], [1.768718, 4.128201, 0.788748]],
  "forces_ev_per_a": [[-1.751, -0.490, -2.596], [-0.234, 0.031, 0.034], [1.447, 0.200, 0.805], [0.036, -0.009, -0.092], [-0.125, -0.208, -0.304], [-0.014, -0.098, 0.126], [1.867, 0.706, 0.198], [0.081, -0.085, 0.312], [-0.179, 0.241, 0.007], [0.051, -0.168, 0.091], [0.097, -0.034, -0.029], [-0.016, 0.050, -0.008], [0.020, -0.116, 0.050], [-0.014, -0.074, -0.022], [-0.036, 0.022, -0.002], [-0.118, 0.063, 0.058], [0.003, -0.049, -0.032], [-0.024, -0.039, -0.032], [-0.027, -0.061, -0.062], [0.054, -0.008, 0.001], [-0.065, 0.078, 0.014], [-0.045, -0.057, 0.037], [0.002, -0.046, 0.026], [-0.003, 0.060, -0.057], [0.048, 0.208, -0.012], [0.046, -0.054, 0.087], [-0.112, -0.095, -0.033], [-0.009, 0.020, 0.029], [-0.132, 0.057, -0.057], [0.127, -0.002, -0.037], [-0.122, -0.072, 0.092], [-0.166, 0.258, -0.276], [0.170, -0.041, 0.209], [0.015, 0.009, 0.002], [-0.023, -0.024, 0.003], [-0.021, 0.003, 0.000], [0.008, 0.004, 0.017], [0.028, 0.046, -0.024], [0.020, 0.008, -0.058], [-0.029, 0.062, -0.062], [-0.024, 0.033, 0.019], [0.132, 0.201, 0.104], [-0.563, -0.722, -0.529], [-0.150, 0.197, 0.209], [-0.656, 0.095, 0.960], [-0.020, 0.006, 0.019], [-0.040, -0.094, -0.088], [-0.052, -0.028, -0.092], [-0.076, 0.138, 0.101], [0.037, -0.019, -0.045], [0.056, -0.043, -0.006], [0.011, 0.026, 0.011], [0.006, 0.011, 0.028], [-0.001, 0.003, -0.013], [-0.007, 0.063, -0.056], [-0.170, -0.261, -0.177], [0.064, -0.009, 0.047], [-0.038, -0.011, -0.029], [0.651, 0.003, 1.197], [0.140, 0.213, -0.028], [-0.025, 0.057, -0.006], [-0.020, -0.077, -0.001], [-0.017, -0.021, 0.047], [-0.040, -0.057, -0.006], [0.110, -0.029, -0.018], [-0.258, -0.172, -0.017], [0.108, 0.083, 0.088], [-0.020, -0.068, -0.032], [0.007, 0.001, -0.006], [0.037, -0.005, -0.003], [-0.076, 0.078, -0.028], [-0.005, -0.025, 0.012], [-0.015, 0.009, 0.003], [-0.006, 0.030, 0.007], [0.030, 0.023, -0.048], [0.001, 0.004, 0.017], [0.053, 0.033, 0.014], [-0.030, -0.027, -0.012], [0.026, 0.048, -0.028], [-0.015, -0.011, -0.015], [0.030, 0.046, 0.027], [-0.019, -0.001, -0.062], [0.016, 0.016, 0.014], [-0.008, -0.023, 0.044], [-0.011, -0.004, -0.019], [-0.005, -0.002, -0.004]],
  "lowdin_spin": [0.870, -0.004, -0.019, 0.003, 0.000, 0.002, 0.044, 0.001, 0.009, 0.005, -0.001, -0.001, 0.013, -0.001, -0.001, 0.010, 0.003, 0.000, -0.002, -0.001, 0.000, 0.000, 0.000, 0.000, -0.001, 0.000, 0.001, 0.001, 0.000, 0.001, 0.002, 0.030, 0.001, 0.000, 0.000, 0.000, 0.000, 0.000, 0.000, 0.000, 0.000, 0.000, 0.011, -0.002, 0.033, 0.000, 0.001, 0.000, 0.004, 0.000, 0.000, 0.000, -0.001, 0.000, -0.001, -0.001, -0.001, 0.000, -0.005, 0.000, 0.000, 0.000, 0.000, 0.000, 0.000, -0.002, 0.000, 0.000, 0.000, 0.000, 0.000, 0.000, 0.000, 0.000, 0.000, 0.000, 0.000, 0.000, 0.000, 0.000, 0.000, 0.000, 0.000, 0.000, 0.000, 0.000]
}